Record 1
13
Properties=species:S:1:pos:R:3:forces:R:3:mulliken_charge:R:1 method="wB97M-V/def2-TZVPD" spin_multiplicity=1 energy_ev=-21554.715 de_lowest_kj_mol=115.7 smiles="NC1=NS(=O)(=O)CN1" lumo_ev=0.467 homo_ev=-9.90 orbital_gap_ha=0.3811
C 0.2058 0.9617 0.0952 0.89 -0.68 -1.07 0.560
C 1.2465 -1.1305 0.0179 0.75 -0.80 0.65 -0.453
N 1.3774 1.4528 0.1045 2.86 -1.02 0.23 -0.564
N -0.0020 -0.4519 -0.0407 -1.22 2.12 0.49 -0.369
N -0.8439 1.7901 0.0333 1.77 -0.98 -0.72 -0.380
O 3.2160 0.0592 -1.2324 0.60 0.66 -1.76 -0.581
O 3.2988 0.0433 1.1745 0.64 0.31 1.48 -0.575
S 2.5333 0.1486 -0.0040 -2.86 0.41 0.14 1.037
H 1.4522 -1.6717 0.9398 -0.54 0.32 0.58 0.251
H 1.4731 -1.9037 -0.6920 -0.29 0.18 -1.11 0.381
H -0.7253 -0.5679 -0.7484 0.67 -0.81 0.08 0.294
H -0.7633 2.7499 -0.0874 0.55 1.57 -0.05 0.209
H -1.6632 1.4248 0.2956 -3.81 -1.27 1.05 0.190

Record 2
118
Properties=species:S:1:pos:R:3:forces:R:3:mulliken_charge:R:1 method="wB97M-V/def2-TZVPD" spin_multiplicity=1 total_charge=-2 energy_ev=-205354.268 de_lowest_kj_mol=0.0 lumo_ev=3.854 homo_ev=-2.18 orbital_gap_ha=0.2216
Sn 1.7747 0.2063 0.0795 -0.04 -0.45 0.31 1.611
C 1.3587 -5.0666 5.5240 0.00 0.00 0.00 -1.752
C 0.2451 -4.0926 5.1125 0.00 0.01 0.02 2.328
C 0.1029 -3.0409 6.2141 -0.01 0.00 0.02 -2.057
C -1.0821 -4.8590 5.0185 0.00 0.00 0.01 -1.766
C 0.5770 -3.4668 3.7574 0.03 -0.02 -0.09 -0.803
C 0.7649 -2.0985 3.5997 0.00 0.07 -0.13 -0.503
C 1.0458 -1.5501 2.3481 0.10 0.13 0.15 0.213
N 1.3132 -0.2197 2.0728 -0.23 0.39 -0.16 -0.512
C 0.9679 0.9361 2.7658 0.28 -0.05 -0.18 0.122
C 0.2075 1.0590 3.9193 0.05 0.05 -0.06 -0.069
C -0.0108 2.3054 4.5189 0.02 0.00 -0.09 -1.068
C 0.5126 3.4328 3.9108 -0.10 -0.04 -0.07 0.426
C 1.2212 3.3746 2.6990 -0.01 0.11 0.09 -1.105
C 1.4675 2.1276 2.1390 0.15 -0.21 0.12 0.776
O 2.1922 1.9892 1.0186 -0.16 -0.09 0.03 -1.168
C 1.7684 4.6386 2.0261 0.06 0.01 -0.01 2.609
C 1.3914 4.6898 0.5357 -0.12 0.01 -0.03 -1.958
C 3.2983 4.6346 2.1543 0.07 -0.04 -0.06 -1.746
C 1.2276 5.9256 2.6659 0.02 -0.10 0.02 -2.310
C -0.8383 2.3662 5.8036 0.00 -0.02 0.01 2.260
C -0.1904 1.4885 6.8847 -0.01 0.00 0.01 -1.337
C -2.2573 1.8498 5.5246 0.00 -0.01 0.01 -1.676
C -0.9518 3.7866 6.3589 0.00 0.00 -0.01 -2.383
C 1.2390 -2.4096 1.2350 0.13 -0.11 0.19 0.296
O 1.6873 -1.8712 0.0986 -0.24 0.28 -0.36 -1.115
C 1.0651 -3.7909 1.3787 0.02 -0.15 -0.08 -0.526
C 0.7190 -4.2794 2.6400 -0.12 -0.04 0.02 -0.378
C 1.3857 -4.7453 0.2184 0.10 0.04 0.00 2.618
C 1.0815 -6.2105 0.5552 0.05 0.06 0.04 -2.429
C 2.8885 -4.6225 -0.0750 0.14 0.13 -0.05 -1.286
C 0.6020 -4.4146 -1.0597 -0.06 0.06 0.06 -1.308
H 1.1364 -5.5214 6.4952 0.00 0.00 -0.01 0.442
H 2.3141 -4.5427 5.5962 -0.01 0.00 0.00 0.373
H 1.4732 -5.8655 4.7901 0.00 0.00 0.00 0.317
H -0.1473 -3.5304 7.1594 0.00 0.00 0.00 0.531
H -0.6920 -2.3276 5.9836 0.01 0.00 0.00 0.332
H 1.0297 -2.4820 6.3594 -0.01 -0.01 0.00 0.388
H -1.3316 -5.3160 5.9819 0.00 0.00 0.00 0.459
H -1.0310 -5.6495 4.2691 0.00 0.00 0.00 0.302
H -1.8915 -4.1834 4.7347 0.00 0.00 0.00 0.382
H 0.7634 -1.4552 4.4603 -0.07 0.12 0.05 0.756
H -0.2499 0.1854 4.3491 -0.01 -0.16 0.05 0.883
H 0.3483 4.3941 4.3681 0.00 0.10 0.00 0.525
H 1.8960 3.9167 -0.0360 0.00 0.01 0.03 0.358
H 1.6633 5.6691 0.1302 0.00 0.01 -0.04 0.512
H 0.3167 4.5461 0.3994 0.00 0.04 0.02 0.364
H 3.7100 3.7411 1.6826 -0.02 0.05 0.02 0.324
H 3.5973 4.6390 3.2057 -0.01 0.03 0.01 0.336
H 3.7297 5.5145 1.6650 -0.01 0.01 0.01 0.427
H 0.1353 5.9294 2.6773 0.00 0.04 -0.02 0.431
H 1.5671 6.7837 2.0808 0.00 -0.01 -0.01 0.454
H 1.5843 6.0706 3.6878 -0.01 -0.08 0.06 0.383
H -0.1296 0.4461 6.5692 0.01 0.00 -0.01 0.081
H -0.7720 1.5280 7.8116 0.00 0.00 0.00 0.463
H 0.8247 1.8313 7.0963 0.00 0.00 0.00 0.339
H -2.2383 0.8226 5.1582 -0.01 0.01 0.01 0.283
H -2.7426 2.4636 4.7631 0.00 0.00 0.00 0.349
H -2.8646 1.8772 6.4355 0.00 0.00 0.00 0.458
H 0.0312 4.2068 6.5820 0.00 0.00 0.01 0.389
H -1.5334 3.7721 7.2849 0.00 0.00 0.00 0.445
H -1.4555 4.4519 5.6548 0.01 0.00 0.00 0.394
H 0.5691 -5.3429 2.7587 0.01 -0.06 -0.01 0.374
H 1.6801 -6.5744 1.3932 0.00 0.02 0.02 0.403
H 1.3279 -6.8239 -0.3144 -0.01 0.00 0.01 0.466
H 0.0245 -6.3626 0.7901 -0.01 0.00 0.00 0.416
H 3.4696 -4.9398 0.7964 -0.01 -0.01 -0.01 0.328
H 3.1506 -3.5859 -0.3101 -0.04 -0.25 0.03 0.081
H 3.1716 -5.2420 -0.9301 -0.01 -0.02 -0.01 0.369
H -0.4746 -4.4258 -0.8666 -0.01 0.01 -0.01 0.304
H 0.8256 -5.1616 -1.8270 -0.01 0.02 0.01 0.547
H 0.8821 -3.4419 -1.4520 0.00 0.07 0.01 -0.103
Se 3.2236 0.5415 -1.8793 0.22 -0.26 -0.28 -0.709
I 3.7261 -1.9468 -3.0513 -0.17 0.53 0.36 0.098
I 4.4366 -4.4677 -4.3811 0.02 -0.18 -0.09 -0.615
O -1.4581 1.4817 -2.1335 -0.07 -0.18 0.09 -0.547
C -0.7500 0.6318 -1.6086 -0.11 0.16 -0.28 0.231
O -0.0815 0.8609 -0.5176 0.02 -0.07 0.17 -0.502
C -0.6549 -0.7386 -2.2600 0.04 0.04 -0.01 1.251
C -0.1476 -0.6435 -3.6998 -0.07 0.00 -0.06 -0.859
Ge -1.1445 0.5577 -4.8866 0.05 0.02 0.08 1.761
C -0.6968 2.4568 -4.7855 0.03 -0.04 -0.05 0.112
C -1.3997 3.3950 -5.5397 -0.01 -0.01 0.01 -0.208
C -1.0661 4.7433 -5.4991 0.00 0.02 0.01 -0.694
C -0.0110 5.1698 -4.7048 -0.02 0.02 -0.01 -0.520
C 0.7012 4.2459 -3.9527 0.02 -0.05 0.01 -0.596
C 0.3599 2.9009 -3.9919 0.02 0.01 0.04 -0.389
C -3.0874 0.2881 -4.7274 0.01 0.05 -0.03 0.005
C -3.6798 -0.9225 -5.0833 0.02 -0.04 -0.01 -0.157
C -5.0494 -1.1230 -4.9567 0.02 0.00 -0.01 -0.737
C -5.8560 -0.1023 -4.4774 0.00 0.03 0.01 -0.391
C -5.2819 1.1086 -4.1126 -0.05 -0.02 0.01 -0.685
C -3.9124 1.2965 -4.2303 0.06 0.01 0.08 0.011
C -0.6274 0.0180 -6.7249 -0.02 -0.02 0.05 0.187
C -0.1038 0.9393 -7.6310 -0.03 0.06 0.00 -0.279
C 0.2892 0.5567 -8.9076 0.00 0.00 -0.02 -0.715
C 0.1689 -0.7656 -9.3065 0.00 -0.01 0.00 -0.373
C -0.3377 -1.7025 -8.4164 0.01 -0.01 -0.03 -0.797
C -0.7257 -1.3104 -7.1435 0.02 -0.03 0.04 -0.259
H -1.6669 -1.1565 -2.2428 0.03 0.00 0.00 0.402
H -0.0126 -1.3949 -1.6772 0.05 -0.10 0.05 -1.201
H -0.1761 -1.6321 -4.1689 -0.01 0.01 0.03 0.637
H 0.9052 -0.3491 -3.7098 0.00 0.05 -0.01 0.017
H -2.2259 3.0732 -6.1669 0.00 0.00 0.00 0.479
H -1.6319 5.4597 -6.0842 0.00 -0.01 0.00 0.369
H 0.2498 6.2212 -4.6664 0.00 -0.01 0.00 0.361
H 1.5190 4.5669 -3.3191 0.00 0.01 0.00 0.422
H 0.9169 2.2042 -3.3730 0.00 0.01 -0.07 0.057
H -3.0700 -1.7367 -5.4584 0.00 0.01 -0.02 0.144
H -5.4833 -2.0782 -5.2290 0.00 0.00 0.00 0.390
H -6.9247 -0.2526 -4.3776 0.01 0.00 0.01 0.347
H -5.9013 1.9041 -3.7148 0.00 0.00 -0.01 0.378
H -3.4703 2.2265 -3.8951 0.02 0.02 -0.01 0.385
H 0.0089 1.9760 -7.3338 0.01 -0.02 -0.01 0.262
H 0.7018 1.2935 -9.5873 -0.01 0.00 0.00 0.376
H 0.4847 -1.0691 -10.2975 0.00 0.00 0.00 0.354
H -0.4133 -2.7435 -8.7073 0.00 0.00 0.00 0.367
H -1.0870 -2.0700 -6.4586 0.00 0.00 0.00 0.160

Record 3
33
Properties=species:S:1:pos:R:3:forces:R:3:mulliken_charge:R:1 method="wB97M-V/def2-TZVPD" spin_multiplicity=1 energy_ev=-15846.177 de_lowest_kj_mol=77.5 smiles=CCc1ccccc1.Cc1ccccc1 lumo_ev=0.918 homo_ev=-8.79 orbital_gap_ha=0.3566
C 1.4061 -1.6078 -0.2779 -0.48 -0.08 0.86 0.360
C 0.9549 -2.6182 -1.3311 0.01 1.46 -0.75 -1.561
C 1.8312 -0.2386 -0.6896 -0.27 0.64 -1.73 0.564
C 2.5235 0.6117 0.1751 -0.07 -1.10 0.98 -0.408
C 1.5167 0.2873 -1.9524 0.89 0.29 1.26 -0.259
C 3.1674 1.7242 -0.2624 0.49 1.41 -0.95 -0.483
C 2.0361 1.5512 -2.3307 -1.17 -2.03 -0.84 -0.537
C 3.0162 2.1584 -1.5931 -0.76 0.39 0.32 -0.540
H 0.6032 -1.4373 0.4573 0.13 -0.37 -0.07 -0.268
H 2.2337 -2.0778 0.2654 -0.08 0.12 0.08 0.333
H 1.7413 -2.6923 -2.0882 0.30 -0.84 0.41 0.416
H 2.5676 0.3382 1.2285 0.24 -0.04 -0.12 0.314
H 0.9181 -0.2933 -2.6392 -0.16 0.16 -0.06 0.238
H 3.7328 2.3826 0.3873 0.11 -0.37 0.21 0.359
H 1.5496 1.8746 -3.2463 0.91 0.64 -0.20 0.356
H 3.5091 3.0288 -2.0034 0.07 0.15 0.33 0.364
H 0.1401 -2.2819 -1.9841 -0.38 0.10 0.65 0.321
H 0.6527 -3.5111 -0.8030 0.22 -0.50 -0.39 0.393
C -0.5479 0.7065 2.4882 -0.18 0.65 0.09 -1.455
C -3.0741 -1.3420 0.5717 -1.16 0.17 -0.17 -0.699
C -1.9010 -1.0282 1.2021 0.63 1.43 1.24 -0.374
C -3.9340 -0.3200 0.1177 0.13 -0.65 0.70 -0.420
C -1.5572 0.3256 1.4361 -0.12 0.00 -0.21 1.134
C -3.5947 0.9925 0.3252 1.12 0.40 -0.61 -0.436
C -2.3362 1.3253 0.8758 -1.64 -0.26 0.27 -0.669
H -3.5110 -2.3330 0.5878 0.51 -0.24 -0.23 0.370
H -1.2803 -1.6816 1.8027 -0.25 -0.76 -0.44 0.471
H -4.9275 -0.5926 -0.2111 0.04 0.03 -0.25 0.353
H -4.2578 1.7971 0.0334 -0.06 -0.05 -0.03 0.384
H -0.2316 1.7423 2.3401 0.37 -0.19 -0.26 0.376
H 0.3100 0.0476 2.5955 0.04 -0.06 -0.15 0.283
H -2.2039 2.3843 1.0630 0.57 -0.07 0.09 0.342
H -1.0533 0.7774 3.4594 -0.01 -0.42 -0.06 0.376

Record 4
95
Properties=species:S:1:pos:R:3:forces:R:3:mulliken_charge:R:1 method="wB97M-V/def2-TZVPD" spin_multiplicity=1 total_charge=-1 energy_ev=-91835.557 de_lowest_kj_mol=0.0 lumo_ev=2.189 homo_ev=-4.99 orbital_gap_ha=0.2638
C -4.0568 1.2243 1.6013 -0.07 -0.01 0.06 -1.431
C -2.6356 1.5086 1.1076 -0.45 -0.35 0.16 0.767
C -1.9857 0.3126 0.4223 0.05 0.35 0.10 -1.337
I -3.0235 -0.0466 -1.4410 -0.20 -0.16 -0.01 0.079
C -0.4437 0.4337 0.3451 -0.19 -0.19 0.43 -0.044
O 0.1660 -0.6754 0.9562 -0.30 -0.13 0.00 -0.510
P 0.3005 -1.9858 -0.1725 -0.30 -0.69 -0.78 -0.379
C 2.2381 -2.0629 -0.1502 -0.01 -0.11 0.27 -1.074
I 3.3484 -0.6267 1.0661 0.04 -0.09 -0.12 -0.026
C 2.8821 -3.4543 -0.0750 0.31 0.36 0.05 -0.559
C 3.2651 -4.0451 1.2736 0.05 -0.47 -0.07 -1.064
C -0.0365 -3.2409 1.2639 -0.42 0.80 0.20 0.825
F 0.3023 -4.5312 0.9303 0.22 -0.26 -0.11 -0.383
F -1.4273 -3.3110 1.3827 -0.03 -0.13 -0.10 -0.377
C 0.4893 -2.9179 2.6649 -0.07 -0.34 0.39 -0.738
C -0.5265 -2.2414 3.5801 0.09 0.27 0.36 0.293
Si 0.0821 -1.9117 5.3193 -0.26 -0.26 0.13 0.138
C -1.3453 -1.1661 6.3007 0.08 -0.10 -0.23 -1.229
C 0.5129 -3.5413 6.1720 0.42 0.62 -0.25 -1.347
C 1.5920 -0.7981 5.3671 0.30 0.08 0.26 0.605
C 1.8097 0.1642 4.3757 0.31 0.01 0.30 -0.207
C 2.9295 0.9960 4.4119 -0.08 -0.33 0.36 -0.677
C 3.8551 0.8753 5.4474 -0.36 -0.15 -0.12 -0.473
C 3.6568 -0.0704 6.4500 -0.51 -0.26 -0.14 -0.574
C 2.5360 -0.9014 6.4107 -0.11 0.49 -0.63 -0.365
O 0.3857 -0.7796 -1.4944 -0.28 0.14 0.03 -0.093
C 0.2890 0.5160 -0.9866 0.98 0.08 0.07 -0.010
C -0.1828 1.5262 -2.0333 0.04 0.05 -0.38 0.741
S 1.0956 2.7366 -2.2876 1.63 -0.15 1.09 0.978
O 1.3558 3.4719 -1.0706 -0.89 0.33 0.00 -0.630
O 2.2636 2.0892 -2.8297 -0.43 -0.11 -0.73 -0.609
H -4.6768 2.1168 1.5878 -0.05 0.14 0.00 0.417
H -4.0482 0.8581 2.6248 0.05 -0.10 0.13 0.274
H -4.5583 0.4728 0.9985 -0.05 -0.04 -0.16 0.359
H -2.0304 1.7134 1.9894 0.23 0.29 0.00 0.572
H -2.6458 2.3811 0.4644 0.21 0.08 -0.04 -0.758
H -2.1932 -0.5616 1.0302 -0.03 -0.33 -0.20 0.796
H -0.1958 1.2852 0.9821 0.14 0.31 -0.20 0.395
H 0.4108 -3.0373 -1.1705 0.28 0.05 0.12 0.147
H -1.1083 -2.0091 -0.4125 0.01 0.16 0.30 -0.062
H 2.4785 -1.6826 -1.1335 -0.09 0.12 -0.18 0.845
H 3.7885 -3.4132 -0.6786 0.14 0.05 -0.07 0.485
H 2.2118 -4.1254 -0.6076 -0.15 -0.16 0.00 0.293
H 4.0099 -4.8249 1.1123 0.12 -0.07 -0.02 0.437
H 3.7105 -3.3208 1.9471 0.01 0.19 0.06 0.199
H 2.4360 -4.5348 1.7683 -0.15 0.10 0.11 0.206
H 1.4006 -2.3260 2.6395 0.10 0.08 -0.30 -0.206
H 0.7580 -3.8703 3.1289 0.07 -0.13 -0.04 0.845
H -0.8966 -1.3111 3.1515 0.05 0.13 -0.16 -0.526
H -1.4082 -2.8660 3.7198 -0.13 -0.16 -0.09 0.470
H -1.8438 -0.3693 5.7530 0.02 0.20 -0.03 0.306
H -2.0927 -1.9380 6.4796 -0.08 -0.12 0.05 0.353
H -1.0165 -0.7850 7.2633 0.04 0.10 0.15 0.332
H 0.7937 -3.3491 7.2053 -0.13 -0.10 0.23 0.384
H -0.3065 -4.2494 6.1283 -0.12 -0.16 0.03 0.382
H 1.3974 -3.9547 5.6900 0.01 -0.25 -0.09 0.363
H 1.1215 0.2513 3.5463 -0.07 -0.02 -0.14 0.311
H 3.0753 1.7103 3.6169 0.09 0.12 -0.08 0.561
H 4.7309 1.5043 5.4678 0.12 0.12 -0.01 0.379
H 4.3560 -0.1792 7.2653 0.17 0.07 0.04 0.378
H 2.3787 -1.6345 7.1877 0.09 -0.10 0.14 0.232
H 1.3050 0.8167 -0.6988 0.02 0.17 0.16 0.166
H -1.1128 2.0314 -1.7975 -0.06 0.19 -0.06 -0.034
H -0.2587 0.9973 -2.9799 -0.25 0.03 -0.16 -0.605
H 0.6269 3.6268 -3.1989 -0.36 -0.25 -0.06 0.092
C -4.2073 5.5859 -3.8788 0.05 0.08 0.08 -1.233
C -3.3160 4.4029 -3.5401 -0.13 -0.08 -0.01 -0.125
O -2.0163 4.7681 -3.1150 0.23 -0.01 -0.07 -0.398
C -1.9387 5.5607 -1.9414 0.07 0.05 0.12 -0.502
C -2.5152 4.8875 -0.7107 -0.14 -0.03 -0.08 -0.410
H -3.7199 6.2351 -4.6077 -0.01 -0.02 -0.03 0.280
H -5.1500 5.2335 -4.2985 0.00 -0.02 -0.02 0.429
H -4.4409 6.1864 -2.9981 -0.03 -0.03 0.01 0.278
H -3.1640 3.7944 -4.4318 0.06 -0.01 0.01 0.375
H -3.7969 3.7574 -2.7965 -0.01 0.02 0.02 0.186
H -2.4026 6.5408 -2.1023 -0.06 -0.02 -0.03 0.343
H -0.8746 5.7382 -1.7834 0.03 -0.04 -0.07 0.361
H -3.5946 4.7419 -0.7882 0.00 0.02 0.02 0.277
H -2.3242 5.4960 0.1735 0.04 0.00 0.01 0.451
H -2.0546 3.9113 -0.5652 0.09 0.09 -0.02 -0.365
C 1.4367 -0.8692 -4.7081 0.10 -0.04 -0.10 -0.379
C 0.2170 -0.7647 -5.6044 0.02 -0.05 0.20 -0.439
O 0.4855 -0.2640 -6.9090 -0.09 0.07 -0.08 -0.450
C 1.3912 -1.0261 -7.6771 0.08 0.00 -0.05 -0.289
C 0.9315 -2.4504 -7.9449 -0.05 -0.03 0.09 -1.068
H 1.9602 0.0868 -4.6535 -0.03 0.01 0.05 0.297
H 1.1372 -1.1550 -3.6980 -0.03 0.05 -0.01 -0.211
H 2.1436 -1.6189 -5.0710 -0.03 -0.04 0.01 0.415
H -0.4958 -0.0597 -5.1740 -0.02 0.03 -0.05 0.225
H -0.2987 -1.7297 -5.6667 0.01 -0.01 -0.01 0.273
H 2.3846 -1.0264 -7.2139 -0.01 -0.04 0.02 0.301
H 1.4854 -0.4916 -8.6239 -0.03 0.04 0.01 0.357
H 0.8895 -3.0427 -7.0301 0.04 0.00 0.00 0.278
H 1.6229 -2.9456 -8.6284 0.01 0.02 -0.02 0.391
H -0.0643 -2.4525 -8.3911 0.01 0.01 -0.03 0.277